[1]
Entry from OMol25: a gas-phase ion, C5H6N (charge +1) in a non-equilibrium geometry (wB97M-V/def2-TZVPD).

Properties
Frontier orbital gap (spin up / spin down): 8.0 / 8.0 eV
Energy relative to the best compared isomer or geometry (same formula, charge and spin): 548.9 kJ/mol
HOMO (spin up / spin down): -13.73 / -13.73 eV
E_LUMO (spin up / spin down): -5.75 / -5.75 eV
SMILES string: C/[NH+]=C\C1=C=C1
Charge: +1
Max |F|: 6.2 eV/A

```
12
Properties=species:S:1:pos:R:3:forces:R:3
C -1.24741 0.34573 0.02786 -3.1228 -1.7140 -0.5125
C -2.43008 -0.06599 0.83072 0.6319 0.0162 -0.3085
C -0.05132 1.17019 0.03451 -1.6486 -2.3118 0.3526
C -2.38825 -0.51939 -0.46964 4.7566 3.6351 1.6151
C 1.44545 -0.73413 0.27391 -1.8102 -1.8333 -3.1364
N 1.12719 0.65158 0.05540 1.0635 0.3457 0.0970
H -0.17157 2.21867 0.15723 -0.1335 0.9412 -0.6246
H -2.48583 -0.87406 -1.46356 -0.7323 -0.5823 -0.5058
H 2.32018 -1.03697 -0.34539 -0.3151 0.3430 1.1598
H 1.34219 -1.06887 1.27631 0.7353 0.1499 1.0768
H 0.59151 -1.28975 -0.22309 0.7750 0.2802 0.3362
H 1.94794 1.20301 -0.15426 -0.2000 0.7301 0.4502
```
Positions in Å, forces in eV/Å.

[2]
Entry from OMol25: 2 unconnected molecules or ions with the total composition C8H20ClNO in a non-equilibrium geometry (wB97M-V/def2-TZVPD).

Properties
Frontier orbital gap: 5.4 eV
Energy relative to the best compared isomer or geometry (same formula, charge and spin): 104.2 kJ/mol
HOMO: -5.98 eV
E_LUMO: -0.59 eV
Charge: 0
Max |F|: 2.5 eV/A

```
31
Properties=species:S:1:pos:R:3:forces:R:3
C -1.47573 -1.03708 -1.15820 -0.7269 0.1474 0.5504
C -0.37468 -1.62392 -0.30984 0.0034 -0.0759 -0.2541
N 0.78734 -0.67437 -0.04690 1.0711 -0.9502 -0.4638
C 1.65906 -1.42063 0.94709 -0.1526 0.0824 -0.3644
C 1.54832 -0.44538 -1.34541 0.1784 -1.0845 -0.0273
C 2.77204 0.45373 -1.23541 -0.4575 0.3990 -0.3243
C 0.41045 0.68559 0.46720 -0.1436 -0.4526 0.7247
C -0.55380 0.62397 1.68353 -1.0708 -0.0755 -1.8534
O -1.20716 1.83105 1.84768 1.6493 1.6438 0.8787
C -2.14167 2.17837 0.83455 -0.6884 -0.6663 -0.2037
H -1.22501 -0.69482 -2.16004 0.3656 0.0466 0.1209
H -1.95541 -0.23728 -0.59110 -0.1143 0.1472 -0.3717
H -2.26212 -1.77774 -1.31018 0.1033 -0.1299 0.1584
H 0.02811 -2.54088 -0.74360 0.3687 0.2590 -0.2065
H -0.70494 -1.93837 0.67869 -0.3904 0.2555 -0.0515
H 1.14931 -1.40636 1.90453 0.1632 0.0248 0.0741
H 2.66596 -1.01834 1.00381 -0.2232 0.3846 0.1243
H 1.76801 -2.45173 0.61722 -0.1987 0.0168 -0.1038
H 0.79011 -0.13106 -2.05876 0.2190 0.5622 0.0445
H 1.85514 -1.41872 -1.73654 -0.0377 -0.2067 0.4343
H 2.44806 1.49169 -1.29036 0.3266 0.0968 0.0648
H 3.43714 0.24922 -2.07317 -0.1546 0.0660 -0.1286
H 3.38447 0.31082 -0.34733 -0.2106 -0.0731 0.1005
H 0.01787 1.25700 -0.37070 -0.1783 -0.0615 0.1158
H 1.36082 1.11313 0.78145 -0.1160 0.2770 -0.0066
H 0.04750 0.28860 2.52497 -0.5005 0.4573 0.5490
H -1.41295 -0.03246 1.48149 0.6335 -0.9163 0.0694
H -2.86842 1.36182 0.79572 -0.5367 0.4158 -0.1923
H -1.76951 2.34936 -0.18464 0.6127 -0.2339 0.1475
H -2.61758 3.11850 1.09127 -0.1572 -0.2327 0.4446
Cl -5.56073 1.53633 0.30298 0.3632 -0.1232 -0.0500
```
Positions in Å, forces in eV/Å.

[3]
Entry from OMol25: 8 unconnected molecules or ions with the total composition C22H34Cl6O20S2 in a non-equilibrium geometry (wB97M-V/def2-TZVPD).

Properties
Frontier orbital gap: 10.2 eV
Energy relative to the best compared isomer or geometry (same formula, charge and spin): 292.1 kJ/mol
HOMO: -10.27 eV
E_LUMO: -0.08 eV
SMILES string: C[C@H]1COC(=O)O1.C[C@H]1COC(=O)O1.C[C@H]1COC(=O)O1.C[C@H]1COC(=O)O1.O=S1(=O)OCCO1.O=S1(=O)OCCO1.ClC(Cl)Cl.ClC(Cl)Cl
Charge: 0
Max |F|: 5.6 eV/A

```
84
Properties=species:S:1:pos:R:3:forces:R:3
C -2.40767 1.27324 -3.42302 -0.6190 -0.6155 -0.2788
Cl -3.93332 1.40359 -2.57987 -0.1503 0.3620 0.8015
Cl -1.21520 2.49393 -3.05465 0.1293 0.2061 0.6192
Cl -2.80016 1.38405 -5.12788 0.2235 -0.2411 -0.8112
H -2.05126 0.27100 -3.18510 0.3877 0.3454 -0.2003
C 1.97316 -4.86933 0.47690 0.3789 -0.1371 0.7744
Cl 2.91544 -6.01532 1.51854 -0.4900 0.6627 -0.1282
Cl 0.24979 -5.14787 0.63459 -0.1957 -0.2926 -0.2391
Cl 2.60522 -5.02246 -1.13983 -0.2458 0.1676 -0.3851
H 2.08230 -3.84218 0.82501 0.5705 -0.3329 0.0116
C 2.02868 3.65600 -4.33445 -0.7647 -0.9228 -0.1323
C 1.98726 2.12356 -4.59240 -0.3342 1.7076 0.4901
C 0.89652 1.65018 -5.55963 -1.5423 0.1217 2.7835
O 1.56818 0.94482 -6.52613 -0.8494 -0.4999 -1.5671
C 2.84655 1.21539 -6.44114 3.9946 -1.8793 -3.5150
O 3.68887 0.90583 -7.29454 -2.3215 0.8574 2.2041
O 3.14684 1.77585 -5.29820 1.4455 0.5949 0.7965
H 1.78848 4.08830 -5.30580 0.4018 0.4456 0.0707
H 2.97270 4.01458 -3.92417 0.1110 -0.2159 -0.3021
H 1.25032 3.98343 -3.64520 -0.1173 -0.1949 0.0434
H 1.91925 1.52037 -3.68708 0.2922 0.2048 0.1959
H 0.20403 2.40513 -5.93197 0.3170 0.1112 -0.2959
H 0.33612 0.98487 -4.90280 -0.6033 -0.3295 -0.7476
C 7.53401 -3.27562 2.83331 0.2685 -0.0697 -0.2013
C 6.17450 -2.70731 3.15482 -0.2253 0.2359 1.8826
C 6.06957 -1.28183 3.73262 2.0426 -0.8185 0.9673
O 5.48857 -0.51027 2.71932 -1.2524 -0.2689 -0.6063
C 4.95466 -1.36666 1.79191 0.4271 -0.4274 -0.5633
O 4.24019 -1.08157 0.87486 0.3890 0.2496 0.8035
O 5.41338 -2.62987 2.00848 -1.2979 1.2377 -2.4196
H 8.30275 -3.31580 3.60502 -0.6713 -0.2996 0.6860
H 8.07018 -2.65735 2.11335 -0.5035 0.0709 -0.5455
H 7.33283 -4.26468 2.42174 0.5069 -0.0266 -0.0697
H 5.49385 -3.30657 3.75954 1.0223 -0.7194 0.6698
H 7.05900 -0.89479 3.97624 0.0662 0.2356 -0.2977
H 5.57549 -1.34855 4.70191 -0.8211 0.6064 -0.3341
C -5.31818 2.49676 4.48990 0.7469 1.0472 0.2048
C -5.27325 2.42618 2.99064 -1.4967 -1.1740 -1.6933
C -5.06896 1.04730 2.37506 0.0642 -0.3572 0.7967
O -6.02551 0.96795 1.33465 -0.1633 -0.7344 -1.3150
C -7.04788 1.83670 1.54464 1.8105 -0.3674 1.2580
O -8.14062 1.81247 1.10623 -0.4701 -0.1292 -0.8337
O -6.59721 2.73220 2.42322 -0.0786 1.5984 1.4596
H -5.22497 3.55952 4.71340 -0.3434 0.0223 0.4928
H -4.44535 2.04155 4.95795 0.1774 -0.1890 -0.2762
H -6.19021 2.07214 4.98724 -0.1483 0.0169 -0.5425
H -4.58477 3.08442 2.46072 0.0794 0.4578 0.6816
H -5.30603 0.23982 3.06779 0.0789 -0.0398 0.1749
H -4.03356 0.94278 2.05085 -0.2599 -0.2416 -0.5438
C -3.41743 -3.96250 1.13120 -0.6541 -1.0457 -0.0434
C -4.67033 -3.30696 0.56015 1.2155 -0.7965 0.0467
C -5.83847 -4.23136 0.32140 -0.4608 -0.4775 -0.8051
O -6.96645 -3.68563 1.07499 1.3121 -0.3498 -0.5082
C -6.49736 -2.62438 1.76057 -1.4663 2.0278 0.8530
O -7.18264 -1.88551 2.45540 1.8153 -1.9367 -1.3387
O -5.18230 -2.43493 1.49552 -0.8825 1.8779 1.7636
H -3.67203 -4.57389 1.99693 -0.1865 0.6096 0.6545
H -2.62564 -3.24467 1.34543 -0.0744 -0.2769 -0.1056
H -3.11537 -4.79338 0.49362 0.5501 0.4811 -0.7114
H -4.39528 -2.76306 -0.34353 -0.1138 0.1739 -0.0192
H -5.63385 -5.26149 0.61309 -0.2465 0.0536 0.2098
H -6.01227 -4.19074 -0.75389 -0.7641 -0.2885 0.1406
C 0.91949 0.34297 -0.66231 0.5952 -0.8363 1.3279
C 1.19812 -0.79559 0.35378 2.4866 1.1990 0.0378
O -0.00073 -1.29768 0.80106 -3.4756 0.0727 -0.6091
S -1.18303 -1.02107 -0.33941 -1.1029 3.3597 2.2876
O -2.18687 -0.03772 0.22743 3.2854 -3.2966 -1.8901
O -1.63450 -2.25989 -0.89164 0.5078 1.0291 -0.0408
O -0.14710 -0.20197 -1.34723 -3.2920 -1.8157 -1.2048
H 1.73453 0.50987 -1.36653 -0.0867 -0.0166 0.2091
H 0.58373 1.25793 -0.17425 0.3233 -0.0047 0.1231
H 1.74148 -0.34574 1.18474 0.0342 -0.3907 0.1467
H 1.72599 -1.66477 -0.03863 0.5786 0.5016 -0.4483
C 3.74037 4.79671 -0.37614 1.1490 0.5067 -0.4337
C 3.77384 3.31129 -0.72118 -0.6850 0.9076 0.4127
O 2.36659 2.95334 -0.81299 -0.8388 1.0330 0.2843
S 1.41266 4.01377 0.05394 -0.5667 -0.8281 0.3519
O 0.82671 3.30516 1.22549 1.6926 2.1727 -3.2462
O 0.56774 4.73609 -0.90666 1.8148 -1.4725 2.2024
O 2.71312 4.92087 0.53754 -3.3015 -0.6017 1.1588
H 3.56056 5.48594 -1.20119 -0.0456 -0.3540 -0.4849
H 4.60876 5.19294 0.15018 0.2799 -0.4575 -0.1285
H 4.11835 2.74458 0.14384 0.7161 -0.1177 -0.4591
H 4.26505 3.19558 -1.68732 -0.0797 -0.6839 0.2424
```
Positions in Å, forces in eV/Å.

| no. | energy (Eh) |
| --- | --- |
| 1 | -248.406618 |
| 2 | -906.876856 |
| 3 | -5920.932764 |